The following is a DFT calculation (ωB97M-V with the def2-TZVPD basis set) of a cluster of 2 separate species, C4H4Si in total at a distorted geometry.

ΔE to the lowest compared entry with this formula, charge and spin   114.3 kcal/mol
Kohn-Sham gap (spin up / spin down)   0.2977 / 0.2973 Ha
LUMO (spin up / spin down)   -0.104 / -0.104 hartree

```
9
Properties=species:S:1:pos:R:3:nbo_charge:R:1
C 0.7783 -3.9820 0.0678 -0.3734
C 0.4409 -2.8441 -0.0322 0.1161
C 0.1474 -0.4180 -0.0050 0.1595
C -0.1171 0.7469 -0.0249 -0.5896
Si -0.4932 2.5707 -0.0228 0.8654
H 0.9855 -5.0166 0.0829 0.2483
H -0.5980 2.9799 1.3783 -0.1420
H -1.7554 2.7107 -0.7432 -0.1423
H 0.6117 3.2524 -0.7008 -0.1419
```



The following is a DFT calculation (ωB97M-V with the def2-TZVPD basis set) of a cluster of 27 separate species, C4H52BO34 in total at a distorted geometry.

Charge   -1
ΔE to the lowest compared entry with this formula, charge and spin   51.3 kcal/mol
Kohn-Sham gap   0.2888 Ha
LUMO   0.053 hartree

```
91
Properties=species:S:1:pos:R:3:lowdin_charge:R:1
O 2.2228 1.2776 -1.2029 0.1523
C 1.2008 0.7526 -0.8989 -0.4938
O 1.2368 -0.0864 -0.0169 0.3006
B -0.1362 -0.6064 0.1791 -0.8286
O -0.8902 0.1826 -0.7829 0.3226
C -0.1192 0.9406 -1.3879 -0.3922
O -0.5592 1.6696 -2.2869 0.0762
O -0.6262 -0.3814 1.5481 0.2953
C -0.6772 -1.4894 2.1231 -0.3758
O -1.2072 -1.7094 3.2241 0.1084
C -0.3672 -2.5064 1.2041 -0.3877
O -0.1342 -2.0514 0.0681 0.2995
O -0.2592 -3.7024 1.5391 0.1031
O -3.9502 1.8066 -2.2739 -0.0574
H -3.5332 2.6546 -2.0859 -0.0275
H -3.2102 1.2376 -2.0609 -0.0039
O -0.2432 1.5866 4.3361 -0.0490
H -0.5892 2.4296 4.5761 0.0204
H -0.2702 1.6796 3.3581 0.0030
O -3.3272 0.7876 0.9671 -0.0367
H -2.9412 1.5336 0.5281 -0.0374
H -3.8742 0.3766 0.2781 0.0460
O 5.0608 1.3046 -1.6699 -0.0330
H 4.1678 1.5436 -1.9029 -0.0344
H 5.0228 0.4126 -1.9449 0.0120
O -3.2312 -1.6804 -1.9849 -0.0103
H -3.7122 -2.4834 -2.0619 0.0260
H -2.3232 -1.9484 -1.8979 0.0027
O 0.3418 2.2956 1.7411 0.0055
H 0.7748 2.8236 1.0781 0.0088
H -0.3482 1.9646 1.2201 -0.0017
O 1.4578 -5.5004 2.4811 -0.0984
H 0.6938 -4.9654 2.1681 -0.0214
H 1.1078 -6.4074 2.6891 0.0480
O 3.7648 -0.4704 0.9481 -0.0058
H 3.4558 -1.2734 0.5721 -0.0131
H 3.5378 0.2076 0.3451 -0.0120
O 0.2118 4.1296 -3.4939 -0.0390
H -0.3962 3.4786 -3.1469 -0.0255
H 0.0698 4.8596 -2.9199 0.0056
O 0.6668 1.2266 -4.6689 -0.0741
H -0.1652 1.3926 -4.1689 0.0071
H 0.8618 2.0326 -5.2009 0.0514
O 0.9058 -2.3144 5.0451 -0.1016
H 0.2648 -3.0044 4.7541 -0.0335
H 0.2298 -1.6954 5.4311 0.0499
O -2.0322 3.0176 -0.0329 -0.0504
H -1.4692 3.1766 -0.7859 -0.0075
H -2.8352 3.5856 -0.1709 0.0932
O -2.0932 0.0116 -4.0239 -0.0583
H -2.7762 -0.6164 -4.2629 0.0346
H -1.4102 -0.5914 -3.6499 0.0535
O 2.8748 4.0286 -1.7419 -0.0135
H 2.9348 3.3496 -2.3879 -0.0198
H 3.4738 4.6866 -2.0309 0.0590
O 2.2878 -2.0964 -2.2559 -0.0200
H 2.2958 -2.4394 -1.3439 -0.0149
H 2.7968 -2.6334 -2.8049 -0.0030
O -1.1862 -4.0374 -1.5789 -0.0426
H -1.7022 -4.6524 -2.1579 0.0908
H -0.3732 -4.4834 -1.3939 0.0449
O -0.7212 -4.2704 4.3971 -0.0430
H -1.3282 -3.6304 4.0421 0.0098
H -0.8912 -5.1354 4.0181 0.0553
O -3.2822 -2.2494 4.8871 -0.0485
H -2.6052 -1.7534 4.4431 -0.0298
H -4.0872 -1.7554 4.7821 0.0220
O -2.4302 3.9856 -2.6139 -0.0366
H -2.3432 3.4916 -3.4419 0.0839
H -2.5812 4.8876 -2.8339 0.0635
O -2.9102 0.6826 3.8591 -0.0900
H -2.0112 0.3546 3.6641 -0.0035
H -2.8932 1.5896 3.4701 0.0442
O 3.3448 2.2506 -3.7639 -0.0102
H 2.4078 2.3146 -3.8799 0.0068
H 3.6588 2.7706 -4.4779 0.0527
O -2.9222 -5.2164 0.1471 -0.0816
H -2.0742 -4.8804 -0.2429 -0.0083
H -2.9292 -6.1464 -0.1109 0.0248
O 2.5148 -2.9734 0.3171 -0.0292
H 2.0078 -3.7344 0.0501 0.0485
H 3.3848 -3.4414 0.1871 0.1191
O 3.1778 2.5516 0.9351 -0.0120
H 2.3958 2.1116 1.1471 -0.0387
H 3.1238 2.7446 -0.0249 0.0139
O 0.6058 4.1346 -0.3569 -0.0291
H 0.1198 4.9006 -0.7079 0.0654
H 1.4768 4.0456 -0.6959 -0.0249
O 2.1398 -0.3634 3.2341 -0.0288
H 2.4568 -0.4154 2.3291 -0.0139
H 2.2388 0.5346 3.5171 0.0219
```



The following is a DFT calculation (ωB97M-V with the def2-TZVPD basis set) of a structure of composition C4H5AgO3 at a distorted geometry.

Charge   +1
ΔE to the lowest compared entry with this formula, charge and spin   0.0 kcal/mol
Kohn-Sham gap (spin up / spin down)   0.2702 / 0.3176 Ha
LUMO (spin up / spin down)   -0.204 / -0.204 hartree
Spin multiplicity   2

```
13
Properties=species:S:1:pos:R:3:nbo_charge:R:1
O -1.5667 1.8877 0.2947 -0.3729
C -2.2939 0.9879 0.2306 0.7852
C -2.9709 -0.1567 0.2246 -0.9467
H -3.7055 -0.2965 -0.5722 0.2959
H -3.0866 -0.6613 1.1874 0.2998
C 1.6268 0.2548 0.0736 0.8057
O 1.1106 -0.5588 -0.6479 -0.6798
Ag -1.0878 -1.9794 -0.6904 0.9246
O 2.4633 1.1825 -0.1762 -0.4763
C 2.7892 1.4846 -1.5672 -0.2759
H 3.4172 0.6782 -1.9583 0.2116
H 1.8610 1.5795 -2.1405 0.2008
H 3.3337 2.4302 -1.5413 0.2280
```



The following is a DFT calculation (ωB97M-V with the def2-TZVPD basis set) of a structure of composition C4H5AlO3 at a distorted geometry.

ΔE to the lowest compared entry with this formula, charge and spin   88.3 kcal/mol
Kohn-Sham gap (spin up / spin down)   0.2505 / 0.2553 Ha
LUMO (spin up / spin down)   -0.030 / -0.020 hartree

```
13
Properties=species:S:1:pos:R:3:nbo_charge:R:1
O 0.0039 -0.4643 0.9184 -0.6956
C -1.3502 -0.5378 0.8411 0.0888
C -1.9556 0.2713 -0.2796 -0.1709
O -1.3639 1.5132 -0.4602 -0.9248
Al 0.3080 1.2395 0.1111 2.0486
H -1.7053 -1.5881 0.8511 0.1510
H -3.0372 0.3543 -0.0290 0.1908
H -1.9175 -0.3381 -1.2171 0.1808
O 2.1325 1.4250 0.5723 -0.8494
C 2.3913 0.3006 -0.1069 0.0695
C 1.3987 -0.5910 -0.3535 -0.5075
H 3.4573 0.0455 -0.2461 0.1920
H 1.6382 -1.6302 -0.6016 0.2267
```



> Look up the ΔE to the lowest compared entry with this formula, charge and spin of the fourth one.

88.3 kcal/mol